Formula: C14H12AuF3N3O3S3
Source: the OMol25 dataset
Level of theory: the ωB97M-V functional and the def2-TZVPD basis

Each line ends with the natural charge from an NBO analysis.
Positions of all 39 atoms, in Å:
Au: 0.224 -0.408 0.059  1.26
S: 4.052 -1.681 1.793  0.53
C: 4.446 -0.768 0.405  -0.37
C: 3.350 -0.309 -0.269  -0.29
C: 2.170 -0.718 0.383  -0.17
C: 2.382 -1.469 1.504  -0.35
C: 1.235 -2.034 2.184  0.23
C: 1.244 -2.688 3.407  -0.22
C: 0.053 -3.120 3.956  -0.09
C: -1.140 -2.893 3.279  -0.25
C: -1.098 -2.241 2.069  0.08
N: 0.059 -1.844 1.522  -0.47
H: 5.484 -0.621 0.151  0.26
H: 3.399 0.285 -1.169  0.25
H: 2.184 -2.828 3.922  0.25
H: 0.051 -3.621 4.915  0.24
H: -2.091 -3.213 3.676  0.25
H: -1.999 -2.051 1.503  0.23
C: -3.174 -1.039 -3.229  -0.41
N: -2.800 0.333 -2.896  -0.32
C: -2.876 1.417 -3.749  -0.05
C: -2.453 2.496 -3.056  -0.05
N: -2.147 2.056 -1.790  -0.49
C: -2.345 0.737 -1.698  0.27
S: -2.179 -0.283 -0.310  -0.32
H: -3.536 -1.053 -4.252  0.23
H: -3.957 -1.386 -2.560  0.23
H: -2.308 -1.691 -3.139  0.23
H: -3.222 1.320 -4.762  0.25
H: -2.347 3.525 -3.346  0.25
H: -1.702 2.627 -1.070  0.47
F: 2.133 4.428 1.023  -0.29
C: 2.179 3.307 0.325  0.73
F: 3.078 2.486 0.856  -0.30
F: 2.514 3.573 -0.932  -0.30
S: 0.519 2.506 0.381  2.30
O: 0.392 1.921 1.678  -0.92
O: -0.423 3.504 -0.040  -0.94
O: 0.647 1.438 -0.721  -0.97

The net charge is +1. As for the LUMO energy: -4.313 eV. For the HOMO-LUMO gap, the calculation gives 7.48 eV. The value obtained for the energy relative to the best compared isomer or geometry (same formula, charge and spin) is 9.70 kcal per mole. The value obtained for the maximum force is 0.5 eV Å⁻¹. As for the calculated total energy: -69669.9733 eV. The HOMO energy comes out at -11.8 eV.

Formula: C14H12BClN2O3
Source: the OMol25 dataset
Level of theory: the ωB97M-V functional and the def2-TZVPD basis

Each line ends with the natural charge from an NBO analysis.
Positions of all 33 atoms, in Å:
O: -0.105 -0.653 -1.472  -0.63
C: 0.841 -0.552 -0.728  0.80
N: 2.124 -0.318 -1.230  -0.62
C: 2.443 0.101 -2.534  0.16
C: 1.484 0.334 -3.487  -0.25
C: 1.830 0.781 -4.735  -0.20
C: 3.157 1.021 -5.044  -0.06
Cl: 3.549 1.698 -6.580  0.00
C: 4.134 0.814 -4.092  -0.21
C: 3.781 0.322 -2.865  -0.24
N: 0.710 -0.602 0.664  -0.64
C: -0.508 -0.578 1.340  0.21
C: -1.664 -1.008 0.675  -0.23
C: -2.940 -0.882 1.227  -0.19
C: -3.019 -0.360 2.509  -0.02
C: -1.866 0.046 3.193  -0.40
C: -0.624 0.000 2.593  -0.20
B: -2.443 0.284 4.608  1.08
O: -1.650 0.681 5.674  -0.87
O: -3.837 0.054 4.757  -0.67
C: -4.174 -0.351 3.436  -0.09
H: 2.886 -0.418 -0.563  0.39
H: 0.452 0.150 -3.218  0.27
H: 1.096 1.143 -5.416  0.22
H: 5.150 1.070 -4.316  0.23
H: 4.559 0.179 -2.139  0.21
H: 1.557 -0.383 1.175  0.39
H: -1.535 -1.410 -0.302  0.26
H: -3.856 -1.183 0.731  0.22
H: 0.252 0.344 3.105  0.21
H: -2.204 0.688 6.473  0.49
H: -4.625 -1.335 3.485  0.19
H: -4.955 0.322 3.075  0.19

As for the LUMO energy: 0.403 eV. For the HOMO-LUMO gap, the calculation gives 8.70 eV. The value obtained for the maximum force is 3.0 eV Å⁻¹. As for the calculated total energy: -37037.6035 eV. The HOMO energy comes out at -8.3 eV.

Formula: C14H12Br6N2O4
Source: the OMol25 dataset
Level of theory: the ωB97M-V functional and the def2-TZVPD basis

Each line ends with the natural charge from an NBO analysis.
Positions of all 38 atoms, in Å:
C: -12.146 -18.277 -6.610  -0.18
C: -12.620 -18.880 -5.443  -0.19
C: -12.522 -18.260 -4.219  -0.21
C: -11.918 -17.019 -4.192  0.03
C: -11.426 -16.400 -5.324  -0.19
C: -11.592 -17.013 -6.571  -0.20
N: -11.793 -16.297 -2.924  0.53
O: -11.748 -16.986 -1.928  -0.37
O: -11.701 -15.098 -2.925  -0.38
H: -12.358 -18.717 -7.576  0.22
H: -13.187 -19.782 -5.641  0.22
H: -12.978 -18.757 -3.375  0.25
H: -10.915 -15.457 -5.194  0.25
H: -11.280 -16.576 -7.509  0.23
C: -13.667 -8.266 -1.989  -0.18
C: -14.605 -7.852 -1.043  -0.21
C: -15.486 -6.799 -1.352  -0.18
C: -15.439 -6.210 -2.609  0.02
C: -14.536 -6.630 -3.549  -0.20
C: -13.593 -7.595 -3.228  -0.20
N: -16.333 -5.085 -2.884  0.53
O: -16.588 -4.829 -4.043  -0.37
O: -16.720 -4.439 -1.925  -0.38
H: -12.929 -8.980 -1.650  0.23
H: -14.823 -8.270 -0.070  0.23
H: -16.296 -6.512 -0.699  0.24
H: -14.346 -6.192 -4.520  0.24
H: -12.926 -7.939 -4.004  0.22
C: -15.630 -16.300 -2.751  -0.48
Br: -15.573 -15.957 -0.851  0.11
Br: -14.843 -14.844 -3.769  0.09
Br: -17.492 -16.567 -3.325  0.07
H: -15.105 -17.235 -2.889  0.22
C: -13.461 -12.921 -0.666  -0.47
Br: -12.139 -11.477 -0.663  0.07
Br: -15.261 -12.177 -0.441  0.08
Br: -13.036 -14.292 0.649  0.09
H: -13.359 -13.464 -1.597  0.23

As for the LUMO energy: -0.681 eV. For the HOMO-LUMO gap, the calculation gives 9.27 eV. The value obtained for the energy relative to the best compared isomer or geometry (same formula, charge and spin) is 11.01 kcal per mole. The value obtained for the maximum force is 1.8 eV Å⁻¹. As for the calculated total energy: -446130.9785 eV. The HOMO energy comes out at -10.0 eV.

Formula: C14H12ClN3OS
Source: the OMol25 dataset
Level of theory: the ωB97M-V functional and the def2-TZVPD basis

Each line ends with the natural charge from an NBO analysis.
Positions of all 32 atoms, in Å:
C: 1.060 -1.246 0.138  -0.41
N: 1.921 -0.093 0.094  -0.31
C: 1.570 1.236 0.217  0.02
C: 0.190 1.755 0.243  0.65
O: -0.151 2.682 0.949  -0.61
N: -0.669 1.138 -0.614  -0.61
C: -2.073 1.483 -0.677  -0.25
C: -2.928 0.329 -0.229  -0.08
C: -3.924 -0.212 -1.031  -0.17
C: -4.652 -1.295 -0.564  -0.25
C: -4.344 -1.805 0.687  0.03
N: -3.397 -1.300 1.460  -0.41
C: -2.718 -0.260 1.016  0.04
C: 2.709 2.017 0.297  -0.24
C: 3.790 1.135 0.204  -0.26
S: 5.521 1.134 0.200  0.44
C: 5.507 -0.612 0.058  -0.23
Cl: 6.986 -1.463 -0.017  0.05
C: 4.265 -1.169 0.013  -0.30
C: 3.278 -0.162 0.093  0.10
H: 1.556 -2.037 0.701  0.22
H: 0.848 -1.625 -0.867  0.20
H: 0.122 -1.004 0.636  0.23
H: -0.334 0.432 -1.248  0.40
H: -2.201 2.337 -0.003  0.26
H: -2.342 1.786 -1.694  0.20
H: -4.130 0.211 -2.004  0.21
H: -5.437 -1.734 -1.160  0.22
H: -4.874 -2.655 1.095  0.19
H: -1.966 0.135 1.689  0.20
H: 2.726 3.083 0.395  0.24
H: 4.089 -2.224 -0.077  0.24

As for the LUMO energy: 0.510 eV. For the HOMO-LUMO gap, the calculation gives 8.49 eV. The value obtained for the maximum force is 1.0 eV Å⁻¹. As for the calculated total energy: -44588.2684 eV. The HOMO energy comes out at -8.0 eV.

What did the second record say?
Formula: C14H12BClN2O3
Source: the OMol25 dataset
Level of theory: the ωB97M-V functional and the def2-TZVPD basis

Each line ends with the natural charge from an NBO analysis.
Positions of all 33 atoms, in Å:
O: -0.105 -0.653 -1.472  -0.63
C: 0.841 -0.552 -0.728  0.80
N: 2.124 -0.318 -1.230  -0.62
C: 2.443 0.101 -2.534  0.16
C: 1.484 0.334 -3.487  -0.25
C: 1.830 0.781 -4.735  -0.20
C: 3.157 1.021 -5.044  -0.06
Cl: 3.549 1.698 -6.580  0.00
C: 4.134 0.814 -4.092  -0.21
C: 3.781 0.322 -2.865  -0.24
N: 0.710 -0.602 0.664  -0.64
C: -0.508 -0.578 1.340  0.21
C: -1.664 -1.008 0.675  -0.23
C: -2.940 -0.882 1.227  -0.19
C: -3.019 -0.360 2.509  -0.02
C: -1.866 0.046 3.193  -0.40
C: -0.624 0.000 2.593  -0.20
B: -2.443 0.284 4.608  1.08
O: -1.650 0.681 5.674  -0.87
O: -3.837 0.054 4.757  -0.67
C: -4.174 -0.351 3.436  -0.09
H: 2.886 -0.418 -0.563  0.39
H: 0.452 0.150 -3.218  0.27
H: 1.096 1.143 -5.416  0.22
H: 5.150 1.070 -4.316  0.23
H: 4.559 0.179 -2.139  0.21
H: 1.557 -0.383 1.175  0.39
H: -1.535 -1.410 -0.302  0.26
H: -3.856 -1.183 0.731  0.22
H: 0.252 0.344 3.105  0.21
H: -2.204 0.688 6.473  0.49
H: -4.625 -1.335 3.485  0.19
H: -4.955 0.322 3.075  0.19

As for the LUMO energy: 0.403 eV. For the HOMO-LUMO gap, the calculation gives 8.70 eV. The value obtained for the maximum force is 3.0 eV Å⁻¹. As for the calculated total energy: -37037.6035 eV. The HOMO energy comes out at -8.3 eV.